(1)
Below is C30H36CrF5Ge2N4SSe as an isolated structure, with properties calculated with ωB97M-V/def2-TZVPD.

**<S²>**: 4.1524
**ΔE to the lowest compared entry with this formula, charge and spin**: 0.00 kJ/mol
**LUMO level (spin up / spin down)**: -6.9 / -7.1 eV
**E**: -268861.48208 eV
**E_HOMO (spin up / spin down)**: -12.7 / -12.7 eV
**Kohn-Sham gap (spin up / spin down)**: 5.8 / 5.6 eV

Geometry as ORCA input:
```
! RIJCOSX wB97M-V def2-TZVPD def2/J DEFGRID3
* xyz 2 4
C -1.370 0.673 2.956
C -3.813 -0.134 0.953
F 0.321 1.394 -5.601
N -2.877 -3.202 -0.183
Ge -2.418 -0.750 2.168
C 4.422 -0.984 -3.268
C -0.882 1.288 5.331
N -1.285 -2.743 -1.772
Cr 0.759 -0.600 -1.001
F 4.951 2.600 -3.067
N 2.282 -1.199 -2.243
H -1.175 -2.750 -4.554
C -3.166 0.952 4.681
C 2.533 2.111 -5.707
C 0.720 3.235 0.210
C 1.820 -1.816 -3.366
H 0.174 1.281 5.095
H -2.649 0.197 -0.872
C -0.198 -3.181 -4.320
H 0.380 -3.187 -5.236
H -0.565 1.820 7.377
F 2.446 2.179 -7.026
F 4.786 2.790 -5.780
C 1.490 1.629 -3.566
H -1.248 3.384 -0.695
C -3.281 0.752 -0.173
H -0.606 4.917 -0.128
C -2.723 -2.275 3.337
H -4.104 1.175 -0.748
H -4.639 1.238 6.210
C -2.647 1.561 6.942
C -1.813 0.978 4.342
H 2.426 -1.338 0.719
H -1.235 3.760 1.033
C -1.298 1.583 6.619
H -1.764 -3.310 -2.463
H -0.326 -4.223 -4.015
C 3.806 2.342 -3.692
C 1.440 1.713 -4.952
C -0.409 1.368 2.340
H -3.311 -1.854 4.158
H -3.411 -3.767 -0.829
H -0.021 2.208 2.930
H -3.371 -3.018 2.865
C 0.456 -2.387 -3.242
C 3.552 -0.816 -2.194
H -2.968 1.790 7.948
H 3.250 1.099 0.771
C -0.671 3.854 0.103
C 3.729 2.427 -5.074
H 4.575 -1.646 -5.300
H 1.307 3.732 0.987
H 2.229 -2.439 -5.377
H -4.412 -0.962 0.570
C 2.532 -0.756 1.651
C -1.440 -2.890 3.894
Se -0.083 1.133 -2.605
H -0.874 -2.153 4.463
H 2.567 1.282 2.372
S -0.792 -1.706 0.613
C -1.735 -2.624 -0.516
C -3.585 1.245 5.969
C 2.612 -1.975 -4.483
H -4.477 0.448 1.598
H -3.168 -3.215 0.784
H -1.677 -3.711 4.569
H -3.925 0.750 3.929
H 5.449 -0.659 -3.179
H 1.262 3.356 -0.727
C 2.689 1.958 -2.968
H 3.487 -1.057 2.081
C 2.450 0.752 1.424
Ge 0.691 1.340 0.700
H -2.691 1.579 0.218
H -0.790 -3.285 3.112
N -0.079 -2.163 -2.088
C 3.937 -1.536 -4.435
H 3.876 -0.331 -1.282
F 2.822 1.874 -1.624
H 1.748 -1.105 2.328
*
```

Population analysis type Mulliken, resulting atomic charges in e: atom 1 (C): 1.216, atom 2 (C): -0.271, atom 3 (F): -0.384, atom 4 (N): -0.135, atom 5 (Ge): -0.988, atom 6 (C): -0.877, atom 7 (C): -0.543, atom 8 (N): -0.376, atom 9 (Cr): -0.366, atom 10 (F): -0.347, atom 11 (N): 0.455, atom 12 (H): 0.487, atom 13 (C): -0.068, atom 14 (C): 0.347, atom 15 (C): -0.441, atom 16 (C): 0.554, atom 17 (H): 0.468, atom 18 (H): -0.073, atom 19 (C): -2.040, atom 20 (H): 0.390, atom 21 (H): 0.427, atom 22 (F): -0.283, atom 23 (F): -0.296, atom 24 (C): 0.480, atom 25 (H): 0.250, atom 26 (C): -0.850, atom 27 (H): 0.425, atom 28 (C): -0.413, atom 29 (H): 0.480, atom 30 (H): 0.435, atom 31 (C): -0.500, atom 32 (C): -0.048, atom 33 (H): 0.054, atom 34 (H): 0.226, atom 35 (C): -0.747, atom 36 (H): 0.287, atom 37 (H): 0.454, atom 38 (C): -0.185, atom 39 (C): 0.145, atom 40 (C): -0.984, atom 41 (H): 0.453, atom 42 (H): 0.248, atom 43 (H): 0.635, atom 44 (H): 0.627, atom 45 (C): 1.003, atom 46 (C): -0.294, atom 47 (H): 0.418, atom 48 (H): 0.414, atom 49 (C): -1.156, atom 50 (C): 0.769, atom 51 (H): 0.491, atom 52 (H): 0.593, atom 53 (H): 0.300, atom 54 (H): 0.393, atom 55 (C): -0.784, atom 56 (C): -1.217, atom 57 (Se): -0.057, atom 58 (H): 0.279, atom 59 (H): 0.604, atom 60 (S): 0.074, atom 61 (C): -0.068, atom 62 (C): -0.899, atom 63 (C): -0.710, atom 64 (H): 0.664, atom 65 (H): 0.065, atom 66 (H): 0.424, atom 67 (H): 0.312, atom 68 (H): 0.519, atom 69 (H): 0.248, atom 70 (C): -0.253, atom 71 (H): 0.414, atom 72 (C): -0.781, atom 73 (Ge): 0.988, atom 74 (H): 0.202, atom 75 (H): 0.284, atom 76 (N): 0.998, atom 77 (C): -0.777, atom 78 (H): 0.310, atom 79 (F): -0.307, atom 80 (H): 0.207

(2)
Below is C43H57N6O2P2SSi2Ta as an isolated structure, with properties calculated with ωB97M-V/def2-TZVPD.

**ΔE to the lowest compared entry with this formula, charge and spin**: 96.03 kJ/mol
**LUMO level**: -5.5 eV
**E**: -105263.00023 eV
**E_HOMO**: -13.2 eV
**Kohn-Sham gap**: 7.7 eV

Geometry as ORCA input:
```
! RIJCOSX wB97M-V def2-TZVPD def2/J DEFGRID3
* xyz 2 1
H 5.022 -0.153 0.165
C -0.055 2.991 2.245
N 1.282 1.441 0.075
H 0.296 -3.027 -7.458
C 4.103 1.517 3.815
C 1.874 -2.217 1.986
C -0.923 5.314 3.507
C -1.682 4.159 3.585
C 0.215 -4.093 -3.740
H 3.431 -3.951 0.172
H -4.914 -0.229 1.010
C 0.269 -3.321 -6.418
C -3.031 -1.045 1.683
N -1.425 -0.637 -0.678
C -3.239 -2.954 3.163
H 1.995 -3.157 2.528
C -4.623 -2.887 3.062
C -4.054 3.921 -0.342
H 3.884 0.348 -1.083
H -0.346 3.984 -0.470
C 3.696 0.917 4.998
C 0.733 4.144 2.224
N 2.988 -0.619 0.530
N 0.856 -0.616 -3.340
H -4.036 1.623 2.133
H 5.029 -1.480 -2.066
H -1.896 -3.515 -1.476
H 0.206 -4.380 -2.700
H 2.717 3.363 -3.073
H -1.263 6.220 3.992
H 5.075 -2.434 -0.608
H 3.852 4.263 -0.894
H 0.482 0.225 4.182
C -4.422 -0.978 1.611
H -2.608 4.153 4.146
H -2.128 -1.176 -4.376
N 0.469 -1.773 -3.065
H -6.287 -1.820 2.233
H -2.963 0.277 -3.855
H 2.886 0.288 0.967
H 1.700 4.142 1.739
H 3.680 -1.167 2.463
C -1.246 3.000 2.959
C 0.363 -2.351 -5.435
C 0.295 5.302 2.836
H 1.344 -1.523 2.634
C 0.607 4.239 -0.928
H 0.054 -2.491 1.191
H -4.850 -0.561 -2.613
C 3.503 3.478 -0.217
C 2.617 -3.881 -0.544
S 2.955 -2.550 -1.739
H -4.952 -1.175 -0.969
Si 1.872 2.861 -0.903
H 0.979 5.130 -0.419
H 0.420 4.511 -1.970
H -1.624 1.833 -1.420
O 0.967 0.111 -2.247
H 4.392 0.814 5.820
C 2.391 0.457 5.128
C -3.763 2.103 1.202
P -1.899 0.027 0.767
H -3.621 -3.285 -1.202
C 2.255 2.452 -2.678
H 3.477 3.924 0.777
H -1.813 2.088 3.083
C 3.205 1.656 2.763
C 4.457 -1.738 -1.175
C 1.902 1.179 2.878
C -4.376 -0.526 -1.627
C 1.498 0.590 4.076
C -2.397 2.235 -0.774
C -2.788 -3.030 -1.862
C 3.213 -1.621 1.585
O 0.221 -2.101 -1.833
H 0.461 -1.307 -5.692
C -5.210 -1.891 2.297
H -5.194 3.672 1.460
H 5.115 1.886 3.712
C -2.755 1.569 0.398
C 0.146 -4.662 -6.075
H -4.464 0.504 -1.283
H 3.905 -2.374 1.224
Si -2.646 -1.167 -1.928
H 0.457 -3.914 -0.582
H 0.073 -5.412 -6.851
P 0.622 1.448 1.610
H 1.367 2.250 -3.273
H -5.240 -3.596 3.598
C -2.172 -0.425 -3.584
H 0.033 -6.091 -4.479
C 4.132 -0.462 -0.394
C 1.253 -3.750 0.139
H 2.963 1.638 -2.832
Ta 0.616 -0.548 -0.389
C -2.457 -2.034 2.488
H 0.908 6.193 2.808
H -2.775 -3.704 3.789
H -1.384 -2.037 2.643
C -0.344 0.054 1.470
H 4.273 2.700 -0.221
H -4.564 4.829 -0.633
H 1.172 -4.529 0.901
N 0.997 -2.432 0.802
C 0.331 -2.766 -4.112
H 2.616 -4.823 -1.092
C 0.120 -5.046 -4.743
H -2.755 3.918 -2.050
H -3.010 -3.459 -2.843
C -3.042 3.408 -1.139
C -4.411 3.269 0.832
H 2.069 -0.004 6.052
H 3.537 2.137 1.853
H -1.243 0.139 -3.597
*
```

Atomic partial charges in e from the Mulliken method, atoms 1 to 99: atom 1 (H): 0.509, atom 2 (C): 2.236, atom 3 (N): -0.434, atom 4 (H): 0.437, atom 5 (C): -0.917, atom 6 (C): -0.617, atom 7 (C): -0.829, atom 8 (C): -0.687, atom 9 (C): 0.287, atom 10 (H): 0.481, atom 11 (H): 0.718, atom 12 (C): -0.804, atom 13 (C): 0.776, atom 14 (N): 0.795, atom 15 (C): -0.934, atom 16 (H): 0.797, atom 17 (C): -0.725, atom 18 (C): -0.911, atom 19 (H): 0.070, atom 20 (H): 0.050, atom 21 (C): -0.783, atom 22 (C): -0.809, atom 23 (N): 0.677, atom 24 (N): -1.844, atom 25 (H): 0.508, atom 26 (H): 0.516, atom 27 (H): 0.075, atom 28 (H): 0.363, atom 29 (H): 0.476, atom 30 (H): 0.438, atom 31 (H): 0.471, atom 32 (H): 0.563, atom 33 (H): 0.394, atom 34 (C): -0.570, atom 35 (H): 0.511, atom 36 (H): 0.395, atom 37 (N): 1.350, atom 38 (H): 0.475, atom 39 (H): 0.606, atom 40 (H): -1.112, atom 41 (H): 0.588, atom 42 (H): 0.461, atom 43 (C): -0.736, atom 44 (C): -0.535, atom 45 (C): -0.958, atom 46 (H): -0.161, atom 47 (C): -1.063, atom 48 (H): -0.101, atom 49 (H): 0.590, atom 50 (C): -1.384, atom 51 (C): -0.935, atom 52 (S): 0.041, atom 53 (H): 0.378, atom 54 (Si): 1.015, atom 55 (H): 0.431, atom 56 (H): 0.509, atom 57 (H): 0.476, atom 58 (O): -0.249, atom 59 (H): 0.442, atom 60 (C): -0.744, atom 61 (C): -0.778, atom 62 (P): 1.769, atom 63 (H): 0.418, atom 64 (C): -1.385, atom 65 (H): 0.479, atom 66 (H): 0.546, atom 67 (C): 0.034, atom 68 (C): -1.089, atom 69 (C): 0.956, atom 70 (C): -1.345, atom 71 (C): -0.929, atom 72 (C): -0.785, atom 73 (C): -1.153, atom 74 (C): -0.760, atom 75 (O): -0.821, atom 76 (H): 0.501, atom 77 (C): -1.176, atom 78 (H): 0.496, atom 79 (H): 0.503, atom 80 (C): 1.790, atom 81 (C): -0.561, atom 82 (H): 0.222, atom 83 (H): 0.428, atom 84 (Si): 1.231, atom 85 (H): -0.023, atom 86 (H): 0.442, atom 87 (P): 1.049, atom 88 (H): 0.291, atom 89 (H): 0.435, atom 90 (C): -1.310, atom 91 (H): 0.450, atom 92 (C): -0.760, atom 93 (C): -0.664, atom 94 (H): 0.295, atom 95 (Ta): 1.720, atom 96 (C): -0.853, atom 97 (H): 0.494, atom 98 (H): 0.501, atom 99 (H): 0.120

(3)
Below is a 2-piece molecular cluster, C2H9NO overall, with properties calculated with ωB97M-V/def2-TZVPD.

**ΔE to the lowest compared entry with this formula, charge and spin**: 86.49 kJ/mol
**Structure (SMILES)**: NCO.C
**LUMO level**: 0.9 eV
**E**: -5756.62679 eV
**E_HOMO**: -10.0 eV
**Kohn-Sham gap**: 10.9 eV

Geometry as ORCA input:
```
! RIJCOSX wB97M-V def2-TZVPD def2/J DEFGRID3
* xyz 0 1
H -0.484 0.655 -0.582
C 0.577 0.748 -0.170
H 0.948 1.843 -0.014
H 0.766 0.783 1.749
H -2.375 0.148 0.147
H -2.164 -1.305 -0.777
N 1.485 0.225 -1.260
O 0.508 0.095 1.079
H 0.995 -0.689 -1.567
H 2.376 -0.122 -0.820
C -2.258 -0.937 0.246
H -1.353 -1.146 0.850
H -3.079 -1.372 0.747
*
```

Population analysis type Mulliken, resulting atomic charges in e: atom 1 (H): 0.110, atom 2 (C): -0.166, atom 3 (H): 0.328, atom 4 (H): 0.334, atom 5 (H): 0.249, atom 6 (H): 0.277, atom 7 (N): -0.614, atom 8 (O): -0.505, atom 9 (H): 0.250, atom 10 (H): 0.250, atom 11 (C): -1.059, atom 12 (H): 0.220, atom 13 (H): 0.325

ΔE to the lowest compared entry with this formula, charge and spin of number 2 (C43H57N6O2P2SSi2Ta)? 96.03 kJ/mol

Which formula does entry 2 have? C43H57N6O2P2SSi2Ta